Entry 1:
24
Properties=species:S:1:pos:R:3:forces:R:3:nbo_charge:R:1 method="wB97M-V/def2-TZVPD" orbital_gap_ev=10.298 relative_energy_kj_mol=374.7 smiles=O.O.O.O.O.O.O.O homo_energy_ev=-10.66
O -0.357458 0.635083 0.471625 -0.923 -0.256 -0.591 -0.996
H -0.926458 0.608083 -0.352375 1.322 -0.166 1.143 0.508
H 0.137542 -0.203917 0.546625 -0.328 0.499 -0.724 0.489
O -1.712458 -0.889917 2.690625 0.347 2.619 -0.802 -0.934
H -1.235458 -0.448917 1.941625 -0.816 0.512 0.951 0.477
H -1.480458 -1.750917 2.476625 0.274 -3.015 -0.072 0.444
O 1.360542 -1.529917 -0.136375 -1.198 -2.905 3.922 -0.932
H 1.374542 -2.213917 0.685625 0.265 2.572 -2.433 0.503
H 0.989542 -2.127917 -0.774375 -0.397 -0.199 -1.140 0.497
O 1.797542 2.308083 -0.517375 -0.612 -0.529 0.492 -0.936
H 1.614542 1.480083 -0.033375 -0.172 0.669 -0.245 0.478
H 2.633542 2.159083 -0.935375 0.801 0.052 -0.337 0.455
O 0.226542 2.450083 2.825625 -0.638 0.468 0.750 -0.935
H -0.082458 2.301083 1.942625 0.276 -0.510 -1.262 0.476
H -0.607458 2.779083 3.192625 0.414 -0.026 0.521 0.458
O -1.244458 0.484083 -2.604375 4.220 5.304 -0.590 -0.941
H -0.825458 0.411083 -3.466375 -0.015 0.070 0.108 0.480
H -1.785458 -0.187917 -2.514375 -4.184 -5.527 0.557 0.461
O 3.785542 -1.033917 -0.469375 -1.457 2.210 -1.243 -0.964
H 2.803542 -1.159917 -0.344375 1.475 -0.753 0.320 0.467
H 3.598542 -0.189917 -0.982375 1.426 -1.161 0.635 0.442
O -2.952458 -1.357917 -1.137375 1.968 -6.303 0.575 -0.922
H -3.365458 -0.608917 -1.263375 -2.812 7.036 -0.737 0.453
H -3.746458 -1.911917 -1.242375 0.765 -0.660 0.200 0.474

***

Entry 2:
11
Properties=species:S:1:pos:R:3:forces:R:3:nbo_charge:R:1 method="wB97M-V/def2-TZVPD" orbital_gap_ev=6.675 relative_energy_kj_mol=5.8 homo_energy_ev=-3.78 total_charge=-1
C -0.737038 -1.406312 0.134459 -2.374 -2.892 0.995 -0.539
C 0.110620 -0.479319 -0.024310 1.203 0.466 -0.013 0.048
C -1.757461 1.254045 0.011536 -1.079 0.643 0.292 1.032
C 1.028859 0.397919 -0.184629 1.854 0.422 0.659 -0.477
O -1.736582 1.383149 1.138058 0.710 0.081 3.476 -0.524
O -2.061860 1.281356 -1.080862 -0.076 -0.242 -3.676 -0.530
Br 4.496094 -0.090976 0.003688 0.035 0.010 0.061 -0.962
H -1.655780 -1.293443 0.737140 0.589 0.081 -0.214 0.202
H -0.549033 -2.447906 -0.173205 -0.075 0.668 -0.298 0.218
H 0.869690 1.064426 -1.025300 0.711 0.187 -0.001 0.219
H 1.992488 0.337061 0.463426 -1.498 0.577 -1.280 0.315

***

Entry 3:
5
Properties=species:S:1:pos:R:3:forces:R:3:nbo_charge:R:1 method="wB97M-V/def2-TZVPD" orbital_gap_ev="8.965 / 5.504" relative_energy_kj_mol=226.1 homo_energy_ev="-10.54 / -8.80"
C 0.293106 0.435261 -0.717547 -0.236 0.214 0.398 -0.915
P -0.453520 1.192983 0.531996 0.064 -0.761 0.068 0.614
Br -0.951900 -1.962146 2.509192 0.105 0.603 -0.364 -0.183
H 0.542630 0.941552 -1.639810 0.047 0.186 -0.141 0.236
H 0.569684 -0.607651 -0.683832 0.020 -0.242 0.038 0.248

***

Entry 4:
176
Properties=species:S:1:pos:R:3:forces:R:3:mulliken_charge:R:1 method="wB97M-V/def2-TZVPD" orbital_gap_ev=8.224 homo_energy_ev=-10.62 total_charge=+1
C 7.822573 3.647517 1.898044 -0.096 -0.936 -0.379 -1.118
C 8.325967 2.609826 0.874965 0.078 1.483 -0.187 -0.087
O 7.560542 2.739373 -0.327859 0.202 -1.199 0.359 -0.407
C 6.375091 1.949252 -0.317782 -0.045 1.511 -0.942 -0.481
C 6.095839 1.555287 -1.761824 -0.235 -1.136 0.031 -1.187
C 5.022081 0.468607 -1.927666 -0.475 0.248 -0.156 -1.453
C 3.642377 0.886241 -1.291011 1.316 0.276 -1.220 -1.531
C 3.353546 0.191652 0.053837 0.260 0.696 -0.088 -2.569
C 2.093231 -0.631222 0.536557 0.361 -0.527 1.371 2.089
P 3.085704 -1.710037 1.778074 1.931 1.180 2.490 -0.018
N 3.867002 -0.836874 2.850241 -0.717 0.224 -1.185 -0.860
C 1.174400 0.207268 1.528263 -2.090 0.256 -0.374 -0.733
C 0.914555 -0.176538 2.990681 -0.034 -0.017 1.720 -2.099
O 1.119950 0.999354 3.794707 -0.108 -0.021 -1.126 -0.240
O 1.220227 0.570457 5.120654 0.372 -0.286 0.958 -0.415
C -0.289089 0.472955 0.955304 2.297 0.518 0.098 -0.649
N -0.929571 1.485462 1.850658 3.565 0.040 -1.983 0.097
C -2.007907 1.136639 2.167100 -3.321 0.243 1.191 0.415
S -3.468075 0.798457 2.532088 -0.696 -0.370 0.461 -0.297
C -0.143442 0.866498 -0.516676 -2.459 0.774 0.628 0.759
Br 0.959492 2.499710 -0.857167 0.612 -0.704 0.617 0.036
C -1.520137 1.453618 -1.020761 1.098 0.677 -1.028 -1.694
C -1.871776 2.931407 -0.671281 -2.013 -0.492 0.674 -1.215
C -3.419459 3.001482 -0.589364 0.578 0.843 0.491 -0.588
O -4.035069 2.865319 -1.862556 0.217 -0.310 0.008 -0.499
C 0.363298 -0.377021 -1.335465 0.506 2.318 -1.401 0.545
C -0.662137 -0.974943 -2.289459 -1.436 -1.480 -0.813 -1.764
C -0.257923 -1.431264 -3.708130 -0.364 0.062 -0.130 -0.428
C -1.542397 -1.603799 -4.549599 0.282 0.839 0.309 -1.021
O -2.488672 -2.471121 -3.944370 0.025 0.184 -0.048 -0.586
N 1.285446 -1.338222 -0.557551 -0.890 -0.490 0.181 1.216
C 0.349009 -2.536569 -0.142089 -0.470 -1.943 0.465 0.077
Cl 0.278844 -3.911105 -1.466163 -1.991 0.570 0.915 -0.058
C 0.484402 -3.457407 1.083015 -0.098 -0.276 1.447 -1.283
C -0.220757 -3.017888 2.393590 0.327 0.283 0.150 -1.028
P 2.337007 -2.328317 -1.792626 3.301 -1.207 -2.197 0.063
C 2.868393 -1.468349 -3.335443 -0.204 0.709 -0.353 -1.393
O 3.888597 -2.588612 -1.249479 -0.636 0.618 0.370 -0.493
H 8.616939 3.865605 2.612069 -0.276 0.028 0.216 0.393
H 7.534380 4.549685 1.359008 0.213 0.065 0.033 0.279
H 6.919701 3.253272 2.373416 0.164 0.215 0.344 0.235
H 8.343062 1.585771 1.256796 -0.180 0.033 -0.044 0.336
H 9.348519 2.865978 0.607285 -0.021 -0.120 -0.104 0.234
H 6.453249 1.097717 0.366900 0.010 -0.037 -0.088 0.379
H 5.575499 2.644319 -0.008492 -0.175 -0.530 0.445 0.244
H 6.987009 1.169461 -2.248003 0.220 0.106 0.271 0.468
H 5.777038 2.391838 -2.390388 0.107 0.282 0.379 0.223
H 5.348837 -0.521694 -1.594029 0.060 0.164 0.187 0.504
H 4.880379 0.381314 -3.008282 0.055 -0.061 0.056 0.460
H 3.818143 1.948041 -1.115701 -0.513 -0.004 0.357 1.041
H 2.933850 0.912201 -2.115236 -0.477 -0.460 0.505 0.628
H 3.460892 0.971715 0.805733 -0.277 0.000 0.032 0.746
H 4.278380 -0.368526 0.222886 -0.352 -0.466 0.007 0.953
H 4.136346 -2.452487 1.208178 -0.844 -0.545 -0.687 0.121
H 2.322187 -2.562967 2.590431 -0.254 -0.401 -0.945 0.167
H 3.686783 0.158103 2.765088 0.260 0.002 0.486 0.263
H 1.542769 1.233851 1.585573 0.400 -0.186 -0.089 0.923
H -0.126772 -0.476481 3.190298 -0.009 0.111 -0.499 0.418
H 1.486294 -0.937586 3.524021 0.503 0.010 -0.736 1.419
H 0.440536 0.017679 5.301185 -0.194 0.337 -0.148 0.390
H -0.939451 -0.402987 1.050731 0.361 -0.238 -0.580 0.545
H -1.378552 1.550362 -2.101825 -0.321 -0.503 -0.011 1.078
H -2.365407 0.788209 -0.823108 0.246 -0.059 0.150 -0.199
H -1.514125 3.347466 0.269617 0.255 -0.287 -0.051 0.407
H -1.624523 3.651883 -1.453371 0.500 -0.253 -0.042 0.754
H -3.805533 2.247635 0.098145 -0.115 -0.193 -0.328 0.040
H -3.675736 3.967963 -0.133000 -0.071 -0.011 -0.189 0.342
H -3.462622 3.325386 -2.491798 -0.310 -0.059 0.028 0.349
H 1.016988 0.173860 -2.018625 0.414 -0.530 0.081 0.202
H -1.447824 -0.277586 -2.585197 0.487 0.678 0.731 0.755
H -1.312071 -1.767438 -1.903104 0.438 -0.002 0.429 0.414
H 0.283469 -2.375706 -3.770502 0.296 0.227 0.199 0.288
H 0.268705 -0.596943 -4.184666 0.335 -0.336 -0.091 0.413
H -1.273075 -1.947674 -5.549223 -0.119 -0.330 0.107 0.555
H -1.952914 -0.594463 -4.685540 -0.153 -0.219 -0.042 0.278
H -3.088966 -1.911732 -3.434156 -0.006 -0.336 -0.071 0.351
H -0.661472 -2.166903 -0.001713 0.035 0.319 -0.819 0.363
H 1.461624 -3.904537 1.273790 0.168 0.396 -0.188 0.411
H -0.098602 -4.349231 0.869805 -0.003 0.191 -0.833 0.831
H -0.929469 -2.200900 2.236005 0.067 -0.071 -0.040 0.202
H 0.470522 -2.725562 3.183561 -0.106 0.088 -0.110 0.247
H -0.803956 -3.837503 2.812112 0.060 -0.113 -0.196 0.520
H 2.437730 -0.497751 -3.579535 0.031 -0.055 0.135 0.412
H 2.511018 -2.145126 -4.119495 -0.187 -0.068 0.243 0.565
H 3.946691 -1.421042 -3.484158 -0.003 0.046 0.615 0.563
H 3.916689 -3.429054 -0.766082 0.001 0.198 -0.081 0.454
C -2.826770 0.873030 -8.154226 0.050 -0.060 0.027 -1.068
C -3.367544 1.166283 -6.768330 0.201 0.218 -0.226 -0.252
O -2.302036 1.346076 -5.830552 0.031 0.015 0.155 -0.443
H -2.205226 -0.023548 -8.139391 -0.071 -0.034 0.008 0.266
H -3.638249 0.725897 -8.867602 0.025 0.023 -0.016 0.353
H -2.198661 1.695099 -8.505830 -0.091 0.044 -0.038 0.319
H -3.976575 0.336303 -6.411835 0.067 0.019 0.132 0.276
H -3.986003 2.068149 -6.777931 -0.120 -0.082 -0.027 0.335
H -1.766394 2.087326 -6.135798 -0.063 -0.069 0.012 0.252
C -1.297941 5.241124 4.850332 0.024 0.031 0.008 -0.993
C -2.181268 5.224083 3.617280 0.226 -0.345 0.143 -0.220
O -1.444874 4.806446 2.469529 -0.128 0.130 -0.273 -0.434
H -0.450359 5.910905 4.701756 -0.053 0.046 -0.003 0.266
H -1.856498 5.570097 5.728041 0.021 -0.027 0.011 0.363
H -0.891468 4.245782 5.048213 -0.075 -0.017 0.043 0.266
H -2.568063 6.220627 3.409903 0.023 -0.033 -0.140 0.312
H -3.030473 4.546502 3.761205 -0.089 0.114 0.077 0.214
H -1.106150 3.920601 2.633473 0.099 -0.024 0.078 0.164
C -5.918648 -2.256920 -0.476876 0.104 -0.083 -0.075 -1.364
C -4.955397 -1.367677 0.281545 -0.262 0.059 -0.287 -0.097
O -3.997747 -0.782071 -0.616208 0.237 -0.085 0.019 -0.283
H -5.376215 -3.049697 -0.996460 0.025 -0.046 0.098 0.366
H -6.644855 -2.710582 0.198539 -0.045 0.041 -0.040 0.322
H -6.457319 -1.683926 -1.233291 -0.110 0.061 0.139 0.341
H -4.402777 -1.946296 1.023186 0.179 0.066 -0.086 0.351
H -5.490818 -0.566714 0.795443 -0.079 -0.091 0.025 0.151
H -4.493820 -0.262799 -1.262168 -0.020 0.045 0.117 0.134
C -10.001473 0.030037 1.319597 -0.032 -0.001 0.011 -1.074
C -8.504252 0.065429 1.551629 -0.211 0.247 -0.212 -0.067
O -7.812963 0.274117 0.316246 0.223 -0.016 -0.009 -0.461
H -10.260315 -0.764410 0.619264 0.037 -0.064 0.081 0.270
H -10.537985 -0.137448 2.253496 -0.013 -0.005 -0.024 0.190
H -10.345534 0.970991 0.881414 0.004 0.040 0.095 0.432
H -8.161225 -0.879787 1.968280 0.054 -0.002 -0.083 0.212
H -8.236333 0.867566 2.248339 -0.044 -0.072 0.106 0.241
H -8.111357 1.115435 -0.047681 0.012 -0.094 0.018 0.253
C 9.207319 0.566634 -5.842454 -0.022 -0.135 0.216 -1.147
C 7.727559 0.409092 -5.555036 0.238 0.392 -0.049 -0.229
O 7.338927 1.182466 -4.416907 -0.146 -0.182 -0.217 -0.376
H 9.796616 0.256350 -4.977585 -0.067 -0.071 0.008 0.334
H 9.504579 -0.028723 -6.703599 0.052 0.091 -0.028 0.326
H 9.453416 1.610272 -6.042282 -0.019 -0.036 -0.156 0.333
H 7.488610 -0.631812 -5.336239 -0.091 0.052 0.110 0.279
H 7.131881 0.726779 -6.417947 0.016 -0.144 -0.074 0.247
H 7.538959 2.105698 -4.611183 0.041 -0.083 0.073 0.213
C 9.666450 0.803545 -11.032858 -0.004 -0.076 -0.004 -1.129
C 9.094269 1.129027 -9.665980 0.305 0.254 -0.165 -0.124
O 10.131641 1.294734 -8.701841 -0.051 -0.002 -0.032 -0.485
H 10.264789 -0.107076 -10.987709 -0.062 -0.025 0.017 0.303
H 8.872095 0.666354 -11.768251 0.029 0.025 -0.020 0.332
H 10.324427 1.605057 -11.376435 -0.084 0.045 -0.035 0.330
H 8.454438 0.318313 -9.317113 0.056 0.017 0.122 0.262
H 8.497576 2.046619 -9.706930 -0.137 -0.085 -0.060 0.260
H 10.694452 2.018186 -9.000753 -0.017 -0.098 0.032 0.267
C -9.410414 -2.277008 5.887883 -0.038 -0.002 0.066 -0.980
C -10.292856 -2.227460 4.655457 0.303 -0.355 0.121 -0.172
O -9.527158 -2.505001 3.484861 -0.003 0.084 -0.178 -0.454
H -8.599693 -1.553332 5.803446 -0.073 0.061 -0.013 0.165
H -9.984259 -2.058830 6.790434 0.047 -0.011 0.022 0.397
H -8.951990 -3.263670 5.993839 -0.106 -0.039 0.027 0.338
H -10.731798 -1.236587 4.540350 0.034 -0.015 -0.163 0.336
H -11.104440 -2.957360 4.728128 -0.094 0.117 0.101 0.107
H -9.149083 -3.387217 3.589883 -0.088 0.046 0.041 0.276
C -11.675940 -7.170621 5.498025 0.032 -0.022 0.056 -1.203
C -11.002069 -5.845734 5.198495 -0.020 -0.304 -0.288 -0.038
O -9.632630 -6.036280 4.837549 0.097 0.251 0.027 -0.535
H -11.160050 -7.684541 6.309768 -0.025 0.061 0.038 0.305
H -12.719230 -7.024396 5.780966 0.002 -0.027 -0.028 0.341
H -11.639998 -7.827974 4.625952 -0.091 0.048 -0.032 0.344
H -11.021509 -5.199859 6.075760 0.152 0.025 -0.028 0.287
H -11.510856 -5.328724 4.377806 -0.142 0.040 0.106 0.209
H -9.613321 -6.598406 4.054632 0.005 0.017 0.102 0.292
C -5.263678 0.191937 7.303681 0.044 -0.042 -0.011 -0.996
C -6.726498 -0.130600 7.551435 0.130 0.449 0.049 -0.118
O -7.185989 0.484605 8.749490 -0.043 -0.154 0.036 -0.540
H -4.652701 -0.147973 8.140737 -0.031 -0.061 -0.017 0.311
H -4.905761 -0.286012 6.389085 0.013 0.035 -0.006 0.229
H -5.115861 1.271178 7.214237 -0.022 -0.012 -0.094 0.333
H -6.865215 -1.205533 7.659484 -0.100 0.035 0.118 0.297
H -7.347109 0.214674 6.717339 0.068 -0.132 -0.114 0.185
H -7.075021 1.437095 8.652930 -0.030 -0.090 0.046 0.308
C 13.238020 1.553349 2.630532 0.012 0.069 -0.008 -1.077
C 11.733502 1.476850 2.808934 0.213 -0.275 -0.231 -0.214
O 11.068382 1.450485 1.546188 0.009 0.013 0.110 -0.429
H 13.508992 2.443757 2.062070 -0.028 0.030 0.058 0.286
H 13.746132 1.584084 3.595496 0.021 -0.027 -0.022 0.340
H 13.604903 0.689392 2.070999 0.005 -0.048 0.090 0.321
H 11.368157 2.349400 3.349121 -0.106 0.000 -0.090 0.272
H 11.457577 0.580684 3.374129 0.028 0.077 0.145 0.273
H 11.380709 0.673566 1.068602 -0.019 0.096 0.017 0.241

***

For the records above, the corresponding electronic energy values read -16638.1274; -78351.0037; -80397.4764; -196567.9036 eV.